No. 1
The ion HO5PS with charge -2 in a non-equilibrium geometry, computed with ωB97M-V/def2-TZVPD.

XYZ file:
```
8
HO5PS ωB97M-V/def2-TZVPD
O 2.218 0.099 0.834
P 1.029 0.047 -0.080
O 1.306 -0.351 -1.533
O 0.363 1.581 0.180
O -0.048 -0.930 0.655
S -1.534 -1.370 -0.122
O -2.849 -0.592 0.301
H -0.483 1.516 -0.234
```

Summary:
LUMO level: 6.52 eV
charge: -2
highest occupied orbital energy: 1.5 eV
frontier orbital gap: 5.02 eV

=====

No. 2
A cluster of 2 separate species, C2H8N5O in total in a non-equilibrium geometry, computed with ωB97M-V/def2-TZVPD.

XYZ file:
```
16
C2H8N5O ωB97M-V/def2-TZVPD
C 1.173 -0.410 -0.612
C 0.444 -1.629 -0.483
N -0.859 0.813 0.918
N 2.412 1.214 0.232
N -2.755 0.374 -0.238
N 1.685 0.206 0.400
N -1.428 0.208 0.018
O 0.260 -2.420 0.485
H 1.267 0.025 -1.610
H 0.000 -1.837 -1.537
H -1.536 1.279 1.476
H 2.680 1.797 -0.726
H 2.666 1.782 0.969
H -3.187 -0.288 -0.921
H -3.418 0.980 0.190
H 0.597 -2.094 1.438
```

Summary:
LUMO level: -4.85 eV
charge: +1
highest occupied orbital energy: -13.5 eV
frontier orbital gap: 8.64 eV

=====

No. 3
An isolated molecule of C5H6OS in a non-equilibrium geometry, computed with ωB97M-V/def2-TZVPD.

XYZ file:
```
13
C5H6OS ωB97M-V/def2-TZVPD
C -1.249 -2.200 0.876
C -0.675 -1.221 0.512
C 0.116 -0.022 0.167
C 1.263 0.282 1.083
S 0.793 -0.199 -1.574
C -0.887 1.151 0.178
O -0.640 2.207 0.664
H -1.744 -3.096 1.218
H 1.732 1.249 0.893
H 1.996 -0.508 1.004
H 0.853 0.287 2.110
H 0.046 -1.223 -1.989
H -1.866 0.879 -0.261
```

Summary:
LUMO level: 0.53 eV
charge: 0
highest occupied orbital energy: -9.6 eV
frontier orbital gap: 10.08 eV

=====

No. 4
An isolated molecule of C4H11NO2 in a non-equilibrium geometry, computed with ωB97M-V/def2-TZVPD.

XYZ file:
```
18
C4H11NO2 ωB97M-V/def2-TZVPD
C 1.168 1.635 1.386
C -0.040 0.856 0.852
O -0.467 -0.035 1.874
C 0.270 0.097 -0.429
N 0.886 -1.223 -0.106
C -1.009 -0.119 -1.218
O -0.774 -1.105 -2.225
H 1.102 1.543 2.461
H 1.265 2.675 1.100
H 2.105 1.099 1.190
H -0.843 1.572 0.679
H -0.382 -0.927 1.498
H 1.038 0.593 -1.027
H 1.889 -1.100 -0.053
H 0.744 -1.800 -0.928
H -1.767 -0.491 -0.521
H -1.267 0.845 -1.671
H -1.587 -1.191 -2.735
```

Summary:
LUMO level: 0.73 eV
charge: 0
highest occupied orbital energy: -9.8 eV
frontier orbital gap: 10.54 eV

=====

No. 5
An isolated molecule of C4H12N2S in a non-equilibrium geometry, computed with ωB97M-V/def2-TZVPD.

XYZ file:
```
19
C4H12N2S ωB97M-V/def2-TZVPD
C -0.844 -1.487 -0.103
C 1.473 -0.598 -0.279
C 0.075 0.097 1.855
C 0.048 -0.368 0.226
N -0.275 2.595 -0.055
N -0.482 1.094 -2.171
S -0.647 1.190 -0.614
H -0.493 -1.895 -1.061
H -0.856 -2.248 0.705
H -1.951 -1.070 -0.276
H 2.172 0.312 -0.056
H 1.550 -0.781 -1.325
H 2.040 -1.442 0.284
H -0.739 -0.381 2.456
H 1.089 -0.278 2.169
H 0.032 1.206 1.636
H 0.292 2.942 -0.784
H -0.591 0.193 -2.580
H -1.890 0.917 -0.026
```

Summary:
LUMO level (spin up / spin down): 0.75 / -3.39 eV
charge: 0
expectation value of S²: 2.006
highest occupied orbital energy (spin up / spin down): -3.6 / -9.1 eV
2S+1: 3
frontier orbital gap (spin up / spin down): 4.39 / 5.70 eV

=====

No. 6
An isolated molecule of C6H9N in a non-equilibrium geometry, computed with ωB97M-V/def2-TZVPD.

XYZ file:
```
16
C6H9N ωB97M-V/def2-TZVPD
C 1.361 1.224 0.170
C 0.514 -0.031 -0.021
C 1.358 -1.211 -0.285
N 2.006 -2.135 -0.464
C -0.549 -0.385 1.065
C -1.622 -0.512 -0.037
C -0.637 0.085 -1.062
H 1.924 1.448 -0.742
H 2.070 1.120 0.996
H 0.708 2.078 0.382
H -0.730 0.429 1.778
H -0.346 -1.308 1.605
H -1.928 -1.541 -0.252
H -2.524 0.066 0.139
H -0.515 -0.458 -2.000
H -0.830 1.136 -1.290
```

Summary:
LUMO level: 0.84 eV
charge: 0
highest occupied orbital energy: -11.1 eV
frontier orbital gap: 11.94 eV

=====

No. 7
A cluster of 16 separate species, C4H41NO15 in total in a non-equilibrium geometry, computed with ωB97M-V/def2-TZVPD.

XYZ file:
```
61
C4H41NO15 ωB97M-V/def2-TZVPD
C 2.449 -0.701 0.389
C 3.867 -1.065 0.945
C 3.712 -2.487 1.512
C 4.712 -0.943 -0.279
N 1.476 -0.530 1.584
H 2.071 -1.470 -0.313
H 2.584 0.234 -0.219
H 4.150 -0.334 1.639
H 3.891 -3.299 0.837
H 2.810 -2.798 2.007
H 4.595 -2.554 2.161
H 4.895 0.034 -0.728
H 5.784 -1.272 -0.135
H 4.369 -1.520 -1.076
H 1.622 -1.145 2.247
H 0.575 -0.853 1.101
H -4.348 2.766 0.087
H -3.155 2.476 0.728
O -3.414 2.934 -0.020
H 0.614 2.533 1.406
H 0.831 1.096 2.193
O 0.349 1.631 1.478
H 2.718 1.353 -1.397
H 2.361 2.807 -1.157
O 2.776 2.140 -1.838
H -4.276 0.362 0.852
H -5.673 0.118 1.463
O -4.992 0.718 1.181
H -1.727 -0.193 2.210
H -1.255 0.620 1.035
O -1.816 -0.077 1.377
H 1.113 4.566 -0.563
H 0.601 2.942 -0.187
O 1.293 3.622 -0.205
H -2.997 1.317 -3.017
H -2.997 2.776 -3.009
O -3.513 2.025 -2.808
H 0.361 1.760 -2.699
H 1.229 2.660 -3.679
O 0.373 2.266 -3.565
H -1.133 0.202 -3.876
H -1.976 -0.325 -4.853
O -1.886 -0.386 -3.912
H -1.808 2.127 -0.971
H -0.509 1.332 -0.139
O -0.811 1.974 -0.792
H 1.581 -3.359 4.487
H 1.980 -3.313 2.899
O 1.373 -3.044 3.666
H -1.237 -1.634 3.698
H -0.664 -0.518 4.370
O -1.530 -0.901 4.301
H -0.842 -3.291 1.516
H -1.552 -2.040 0.814
O -0.671 -2.524 0.918
H -5.136 -0.449 -2.026
H -4.099 -0.085 -1.037
O -4.221 -0.523 -1.833
H -2.362 -2.406 -3.015
H -0.875 -2.435 -2.909
O -1.643 -2.923 -2.845
```

Summary:
LUMO level: 0.12 eV
charge: 0
highest occupied orbital energy: -9.8 eV
frontier orbital gap: 9.95 eV

=====

No. 8
A structure of composition C22H49N2OP3RhS in a non-equilibrium geometry, computed with ωB97M-V/def2-TZVPD.

XYZ file:
```
79
C22H49N2OP3RhS ωB97M-V/def2-TZVPD
Rh -0.010 0.445 0.178
P -1.279 1.958 1.305
P -1.487 -1.281 0.378
P 1.953 1.613 -0.474
H -1.899 -2.481 -3.611
C -1.179 -1.839 -4.113
C 0.136 -2.117 -4.113
H 0.538 -2.976 -3.550
C -2.984 2.244 0.702
C -1.509 1.641 3.075
C -0.571 3.633 1.200
C -0.860 -2.782 -0.434
C -1.821 -1.747 2.112
C -3.129 -1.055 -0.385
C 3.042 0.460 -1.378
C 2.988 2.301 0.877
C 1.816 3.005 -1.649
H -1.591 -0.986 -4.662
H 0.870 -1.498 -4.646
H -3.052 3.268 0.318
H -3.710 2.115 1.513
H -3.233 1.565 -0.117
H -1.509 2.600 3.607
H -0.700 1.019 3.470
H -2.469 1.142 3.250
H -1.254 4.334 1.700
H -0.471 3.935 0.150
H 0.409 3.681 1.686
H -1.652 -3.545 -0.440
H 0.003 -3.181 0.114
H -0.570 -2.562 -1.471
H -2.367 -2.701 2.131
H -2.427 -0.978 2.605
H -0.878 -1.864 2.666
H -3.627 -2.032 -0.468
H -3.018 -0.627 -1.389
H -3.750 -0.393 0.231
H 4.024 0.925 -1.547
H 2.579 0.237 -2.349
H 3.172 -0.475 -0.823
H 3.655 3.069 0.460
H 3.594 1.512 1.339
H 2.366 2.765 1.650
H 2.790 3.509 -1.710
H 1.059 3.722 -1.315
H 1.541 2.632 -2.643
C -1.534 2.013 -2.877
C -2.728 2.727 -3.076
C -2.955 3.373 -4.284
C -2.007 3.281 -5.309
C -0.850 2.500 -5.139
C -0.615 1.845 -3.924
O -1.257 1.705 -1.571
H -0.539 0.896 -1.343
H -3.429 2.770 -2.241
H -3.882 3.937 -4.431
H -2.177 3.792 -6.260
H -0.127 2.405 -5.949
H 0.271 1.226 -3.753
C 2.559 -2.729 0.320
N 2.206 -3.002 1.712
C 3.024 -4.054 2.320
C 1.695 -2.016 2.494
S 1.491 -0.380 1.956
N 1.447 -2.290 3.805
C 0.956 -3.602 4.242
C 1.232 -1.154 4.699
H 2.707 -3.702 -0.168
H 3.496 -2.159 0.253
H 1.763 -2.189 -0.194
H 3.522 -3.712 3.235
H 2.419 -4.941 2.542
H 3.783 -4.341 1.586
H 1.769 -4.212 4.655
H 0.214 -3.456 5.038
H 0.468 -4.137 3.426
H 2.014 -0.407 4.536
H 0.253 -0.679 4.533
H 1.281 -1.520 5.737
```

Summary:
LUMO level (spin up / spin down): -7.76 / -11.87 eV
charge: +3
expectation value of S²: 6.035
highest occupied orbital energy (spin up / spin down): -15.2 / -17.2 eV
2S+1: 5
frontier orbital gap (spin up / spin down): 7.42 / 5.33 eV

=====

No. 9
The ion C9H18NO2 with charge -1 in a non-equilibrium geometry, computed with ωB97M-V/def2-TZVPD.

XYZ file:
```
30
C9H18NO2 ωB97M-V/def2-TZVPD
C 2.570 -0.662 2.476
C 2.590 -0.067 1.084
C 1.426 0.197 0.404
C 1.456 0.870 -0.978
C 1.554 2.463 -0.849
O 0.287 -0.424 0.886
C -1.059 0.190 0.543
C -2.042 -0.497 -0.607
C -1.134 -1.710 -1.089
C -3.256 -1.097 0.148
N -2.143 0.236 -1.746
O -3.418 0.981 -1.882
H 3.438 -1.257 2.718
H 1.716 -1.240 2.672
H 2.556 0.236 3.309
H 3.540 0.366 0.681
H 2.419 0.517 -1.562
H 0.647 0.585 -1.635
H 1.623 2.784 -1.867
H 2.401 2.687 -0.295
H 0.611 2.663 -0.434
H -1.005 1.236 0.166
H -1.511 0.314 1.534
H -1.711 -2.383 -1.635
H -0.655 -2.322 -0.352
H -0.341 -1.259 -1.681
H -4.074 -0.508 0.599
H -2.826 -1.709 0.902
H -3.655 -1.753 -0.605
H -3.880 0.955 -1.012
```

Summary:
LUMO level: 3.51 eV
charge: -1
highest occupied orbital energy: -1.4 eV
frontier orbital gap: 4.93 eV

=====

No. 10
An isolated molecule of C5H11NO2 in a non-equilibrium geometry, computed with ωB97M-V/def2-TZVPD.

XYZ file:
```
19
C5H11NO2 ωB97M-V/def2-TZVPD
C -1.326 1.436 -0.181
C -1.177 -0.081 -0.055
O -1.881 -0.733 -1.108
C -1.017 -0.852 1.236
C 0.179 -0.770 0.250
O 0.479 -1.880 -0.530
C 1.448 0.014 0.574
N 2.078 0.355 -0.749
H -0.894 1.924 0.644
H -2.397 1.864 -0.242
H -0.842 1.756 -1.174
H -1.355 -1.476 -1.415
H -1.496 -1.790 1.218
H -1.016 -0.368 2.232
H 1.101 -1.446 -1.215
H 2.113 -0.617 1.176
H 1.251 0.950 1.119
H 3.064 0.482 -0.661
H 1.688 1.231 -1.119
```

Summary:
LUMO level: 0.81 eV
charge: 0
highest occupied orbital energy: -8.9 eV
frontier orbital gap: 9.75 eV

=====

No. 11
An isolated molecule of C21H20N4O3S, computed with ωB97M-V/def2-TZVPD.

XYZ file:
```
49
C21H20N4O3S ωB97M-V/def2-TZVPD
C -0.203 -3.126 1.926
O 0.707 -2.692 0.952
C 2.043 -3.028 1.245
C 2.928 -2.507 0.113
N 2.721 -1.084 -0.060
C 1.795 -0.589 -0.932
S 1.003 -1.725 -2.005
C -0.132 -0.599 -2.881
C -1.172 -0.069 -1.950
C -1.353 1.276 -1.773
C -2.314 1.776 -0.855
O -2.563 2.937 -0.593
N -3.049 0.736 -0.182
C -3.996 1.111 0.720
C -4.756 0.211 1.397
C -5.798 0.639 2.379
C -4.534 -1.167 1.140
C -3.590 -1.553 0.244
C -2.806 -0.593 -0.452
N -1.902 -0.993 -1.308
N 1.486 0.652 -1.051
C 2.100 1.564 -0.240
C 1.748 2.916 -0.331
C 2.375 3.841 0.470
C 3.362 3.453 1.377
C 3.712 2.127 1.486
C 3.086 1.171 0.683
C 3.419 -0.239 0.812
O 4.225 -0.704 1.595
H -1.186 -2.799 1.594
H 0.020 -2.685 2.906
H -0.191 -4.219 2.021
H 2.353 -2.568 2.195
H 2.161 -4.119 1.331
H 2.691 -3.016 -0.822
H 3.977 -2.661 0.378
H -0.584 -1.229 -3.647
H 0.455 0.201 -3.325
H -0.760 1.997 -2.309
H -4.087 2.182 0.840
H -5.831 1.721 2.462
H -5.588 0.217 3.361
H -6.778 0.281 2.066
H -5.128 -1.900 1.666
H -3.393 -2.587 0.015
H 0.980 3.208 -1.028
H 2.099 4.883 0.398
H 3.846 4.195 1.994
H 4.466 1.793 2.183
```

Summary:
LUMO level: 0.13 eV
charge: 0
highest occupied orbital energy: -8.0 eV
frontier orbital gap: 8.16 eV

=====

No. 12
A cluster of 5 separate species, C18H29O12 in total, computed with ωB97M-V/def2-TZVPD.

XYZ file:
```
59
C18H29O12 ωB97M-V/def2-TZVPD
C 0.197 -0.002 0.389
C -1.301 0.089 0.069
H 0.742 0.886 0.072
H 0.655 -0.896 -0.057
H -1.924 -0.156 0.937
H -1.583 1.100 -0.251
H -1.618 -0.607 -0.733
C 4.603 -2.924 -0.298
C 3.814 -1.899 -1.071
C 4.533 -1.282 -2.260
O 3.966 0.025 -2.321
C 3.500 0.340 -1.073
O 3.092 1.401 -0.749
O 3.565 -0.742 -0.272
H 4.962 -3.706 -0.970
H 5.456 -2.450 0.189
H 3.985 -3.383 0.471
H 2.843 -2.300 -1.374
H 4.361 -1.799 -3.200
H 5.609 -1.197 -2.075
C -4.457 -2.103 -1.599
C -4.136 -2.058 -3.064
C -5.327 -1.854 -3.982
O -4.931 -2.544 -5.175
C -4.030 -3.496 -4.824
O -3.651 -4.356 -5.556
O -3.643 -3.334 -3.549
H -5.025 -1.218 -1.310
H -5.042 -2.997 -1.368
H -3.548 -2.124 -1.000
H -3.363 -1.313 -3.266
H -5.529 -0.812 -4.211
H -6.228 -2.330 -3.586
C -3.860 -1.056 4.129
C -4.889 -0.253 3.378
C -6.224 -0.940 3.141
O -6.652 -0.370 1.899
C -5.539 0.039 1.228
O -5.513 0.384 0.092
O -4.463 -0.017 2.030
H -4.275 -1.404 5.076
H -3.550 -1.915 3.533
H -2.975 -0.456 4.334
H -5.043 0.723 3.848
H -6.967 -0.744 3.909
H -6.102 -2.019 3.009
C 5.415 2.947 0.718
C 5.328 4.262 1.437
C 5.919 5.448 0.698
O 6.367 6.295 1.764
C 6.603 5.512 2.847
O 7.156 5.885 3.833
O 6.134 4.269 2.641
H 4.973 3.030 -0.274
H 6.458 2.635 0.631
H 4.868 2.174 1.253
H 4.298 4.473 1.735
H 5.203 5.983 0.082
H 6.785 5.158 0.096
```

Summary:
LUMO level: 2.38 eV
charge: -1
highest occupied orbital energy: -0.7 eV
frontier orbital gap: 3.06 eV

=====

These records have ΔE to the lowest compared entry with this formula, charge and spin values of 0.2826; 4.6864; 2.1294; 1.2305; 3.2383; 0.9920; 6.3653; 0.6131; 5.9963; 2.1379; 0.8076; 0.0000 eV, in the order they appear.